1.
Computed, not measured: 2 unconnected molecules or ions with the total composition C5H11N, with ωB97M-V/def2-TZVPD.

```
17
Properties=species:S:1:pos:R:3:forces:R:3:mulliken_spin:R:1
C 2.1387 -2.2323 0.7514 -0.17 -0.02 -0.43 0.00
C -1.1004 2.5858 0.2308 -0.07 -0.16 -0.25 0.53
C -1.2994 1.3467 -0.3555 -0.12 -0.77 2.07 -0.14
C -2.6025 0.8969 -0.5342 -0.20 0.38 -1.05 0.56
C -0.1685 0.3139 -0.3242 -0.87 0.83 -1.56 0.01
N 1.8472 -1.7412 -0.5644 -0.30 0.03 -0.19 0.00
H 1.3474 -1.9050 1.4519 0.09 0.22 0.07 0.00
H 2.1060 -3.3455 0.8970 0.32 -0.04 0.00 0.00
H -1.9526 3.2163 0.4564 0.11 0.19 -0.12 0.00
H -0.1134 2.8824 0.5590 -0.03 0.12 -0.01 0.02
H -2.8111 -0.0252 -1.0634 0.09 -0.20 0.31 0.02
H -3.4566 1.5534 -0.3909 0.11 0.07 0.04 0.01
H -0.5620 -0.6875 -0.1909 0.17 -0.05 0.42 0.00
H 0.2690 0.2488 -1.3199 0.47 0.02 0.19 -0.01
H 0.5840 0.5902 0.4011 0.17 -0.26 -0.02 0.00
H 2.6668 -1.8246 -1.1649 0.17 -0.19 0.21 0.00
H 3.1073 -1.8731 1.1607 0.04 -0.17 0.33 0.00
```
Forces are in eV/Å.

The LUMO energy (alpha / beta) comes out at 3.679 / 2.854 eV. Its spin multiplicity is 2. As for the charge: -1. The maximum force comes out at 2.2 eV/A. As for the expectation value of S²: 0.7849. For the total energy, the calculation gives -6849.680 eV.

---

2.
Computed, not measured: 3 unconnected molecules or ions with the total composition C3H12NO2S, with ωB97M-V/def2-TZVPD.

```
19
Properties=species:S:1:pos:R:3:forces:R:3:mulliken_charge:R:1
C 2.3442 0.0684 1.7699 0.70 0.89 -0.86 -1.31
C 1.6819 -0.5891 0.5737 -0.76 -1.97 0.44 0.46
C 1.0251 -1.9420 1.0221 -1.57 -0.06 0.64 -0.91
S -0.7797 -1.8282 1.5116 0.61 0.15 -0.16 -0.70
N 0.7779 0.3111 -0.1012 0.24 0.88 -0.18 -0.77
H 1.6850 0.7174 2.3447 -0.37 -0.33 0.04 0.29
H 3.1168 0.7486 1.3799 0.07 -0.13 0.26 0.32
H 2.7995 -0.6762 2.4112 0.11 -0.01 0.18 0.36
H 2.4030 -0.9859 -0.1527 0.42 0.78 0.04 0.21
H 1.0943 -2.7446 0.2807 0.16 0.34 -0.28 0.34
H 1.4975 -2.3294 1.9192 0.47 0.02 0.04 0.25
H 0.2901 -0.1956 -0.8197 -0.13 -0.24 -0.33 0.28
H 0.0277 0.5780 0.5346 0.14 -0.28 0.15 0.31
H -1.9396 -1.5326 -0.4687 0.09 -0.33 0.83 0.23
H -3.3308 -2.2546 -0.4613 1.08 0.73 -0.36 0.31
O -2.7526 -1.6568 -0.9873 -1.29 -0.44 -0.48 -0.68
H -3.0411 4.2123 -3.1236 0.19 -1.20 0.50 0.33
H -3.7566 5.0107 -4.1858 0.09 0.01 0.11 0.31
O -3.1425 5.0884 -3.4472 -0.27 1.19 -0.60 -0.64
```
Forces are in eV/Å.

The LUMO energy comes out at 2.864 eV. As for the charge: -1. The maximum force comes out at 2.2 eV/A. For the total energy, the calculation gives -19727.005 eV.

---

3.
Computed, not measured: a molecular structure, C21H39Br3ClCsF2KLiNO12S, with ωB97M-V/def2-TZVPD.

```
83
Properties=species:S:1:pos:R:3:forces:R:3:mulliken_charge:R:1
C -1.1223 -1.0488 2.0688 0.83 0.00 0.29 -0.97
C 0.2337 -1.5629 2.5776 -0.65 -0.75 -0.67 0.33
C 0.0701 -2.6694 3.6041 0.54 1.68 0.76 0.24
F -0.7474 -3.6313 2.9594 0.20 -0.59 -0.14 -0.41
C -0.4831 -2.1352 4.8727 -1.48 -1.71 0.00 -0.19
C -0.0224 -2.7783 6.1120 0.27 1.66 -0.76 -0.71
S 0.0897 -4.6226 6.1845 -0.15 -0.03 0.36 0.92
O 1.4120 -5.0721 5.6761 -0.44 0.98 -0.49 -0.76
O -0.9927 -5.3289 5.6098 -1.08 -0.62 -0.50 -0.53
H -1.3137 -1.5410 1.1342 -0.42 -0.13 -0.39 0.11
H -1.9111 -1.2946 2.7634 -0.33 0.11 0.24 0.32
H -1.0589 0.0164 1.8947 -0.27 0.38 -0.08 0.23
H 0.8756 -0.7797 2.9474 0.27 0.14 0.18 0.43
H 0.6908 -2.0659 1.7158 0.65 0.14 -0.45 -0.48
H 1.0572 -3.1107 3.7843 0.13 -0.40 -0.17 0.16
H -1.6221 -2.2590 4.8726 1.73 0.78 -0.31 -0.47
H 0.9892 -2.4464 6.3485 0.47 -0.56 0.52 0.30
H -0.7197 -2.5107 6.8956 -0.14 -0.24 0.47 0.47
H 0.1082 -5.0236 7.5269 0.28 0.08 0.12 -0.08
K 3.0475 -6.1916 6.5987 1.17 -0.80 0.63 0.98
C 2.7896 0.9668 -2.2043 -0.07 0.14 -0.23 -0.53
C 3.8298 1.6427 -1.5553 -0.07 -0.03 -0.13 -0.46
C 4.3932 1.1488 -0.3890 0.19 0.30 -0.11 -0.54
C 3.9009 -0.0354 0.1145 0.14 -0.19 0.51 1.00
C 2.8688 -0.6935 -0.4920 -0.52 -0.18 -1.01 0.30
C 2.3008 -0.2173 -1.6552 0.12 0.22 -0.11 -0.13
N 4.4488 -0.6965 1.2864 0.11 -0.09 -0.47 1.10
O 5.3398 -0.1814 1.9032 -0.10 0.02 0.23 -0.57
O 3.9907 -1.8239 1.5599 0.26 -0.36 0.05 -0.69
H 2.3711 1.3810 -3.1296 0.22 0.39 0.36 0.25
H 4.2024 2.5608 -1.9823 -0.23 0.17 -0.22 0.50
H 5.2055 1.6651 0.0999 0.03 -0.02 0.06 0.51
H 2.5193 -1.5795 -0.0261 -1.10 0.82 0.19 -1.28
H 1.4925 -0.7512 -2.1357 -0.06 0.00 0.04 0.44
C -1.5672 4.8004 0.8832 -2.10 -1.82 -3.98 -1.25
O -1.3529 5.0389 -0.4484 0.62 0.00 0.09 -0.17
C 0.0278 5.3130 -0.8040 -0.06 0.25 -0.17 -0.11
C 0.5586 4.3888 -1.8684 -0.17 0.11 -0.20 -0.66
O 0.6072 3.0271 -1.4722 0.22 -0.07 0.13 -0.22
C -0.5732 2.3377 -1.1685 0.04 -0.06 0.54 0.11
C -1.6689 2.1998 -2.2006 -0.13 0.17 -0.01 -0.24
O -2.2772 3.4323 -2.5053 0.13 -0.03 -0.12 -0.25
C -2.4605 3.7120 -3.8856 -0.11 0.07 0.09 -0.65
H -1.8553 5.7166 1.3836 -2.12 -0.83 -2.80 0.06
H -2.3911 4.0810 0.9772 -0.08 0.00 0.14 0.80
H -0.6921 4.3754 1.3833 -0.28 -0.99 -1.27 0.28
H 0.6849 5.2370 0.0859 -0.20 -0.11 0.07 0.25
H 0.0751 6.3406 -1.1739 0.00 -0.01 -0.09 0.35
H 1.5925 4.6567 -2.0920 0.02 -0.12 -0.15 0.53
H 0.0316 4.5297 -2.8108 -0.13 -0.04 0.08 0.10
H -1.0225 2.7334 -0.2442 -0.05 -0.19 -0.14 -0.36
H -0.2380 1.3212 -0.9248 -0.07 -0.03 -0.01 0.30
H -2.3997 1.5460 -1.7125 -0.13 -0.12 -0.23 0.10
H -1.3036 1.7015 -3.1046 0.09 0.04 -0.02 0.32
H -1.6661 3.2699 -4.4904 0.06 -0.02 -0.01 0.39
H -2.4270 4.7920 -4.0216 -0.02 0.02 0.02 0.11
H -3.4335 3.3394 -4.2263 0.05 -0.05 -0.05 0.21
Li 2.9552 -3.0212 0.1091 0.43 -0.57 0.71 0.97
Br -3.6342 -2.7813 5.0665 -1.23 -0.15 0.22 -0.90
Br -5.5730 0.4435 -3.0642 0.09 0.01 -0.02 -0.14
C -4.8535 -1.3535 -3.2368 -0.25 0.10 0.02 -0.59
C -4.4963 -1.9437 -1.8994 0.25 -0.07 -0.02 -0.66
Br -2.8510 -1.1849 -1.2025 -0.07 -0.09 0.02 0.00
H -3.9992 -1.2837 -3.9005 0.06 -0.02 0.00 0.35
H -5.6383 -1.9374 -3.7117 -0.01 -0.04 0.01 0.36
H -4.3077 -3.0102 -1.9925 -0.02 -0.03 -0.03 0.33
H -5.2571 -1.7780 -1.1455 -0.06 0.03 0.00 0.37
O -1.8989 7.0355 -5.5638 -0.01 -0.05 -0.03 -0.65
Cl -1.7950 8.0428 -4.5360 -0.09 0.08 0.12 1.68
O -3.0604 8.1542 -3.8393 -0.02 0.00 0.01 -0.68
O -1.4580 9.3163 -5.1293 0.01 0.00 -0.01 -0.70
O -0.7668 7.6655 -3.5891 0.08 -0.05 0.12 -0.63
C 2.5708 -8.3203 -0.4869 0.01 0.03 -0.11 -1.14
C 2.4210 -6.8192 -0.3332 -0.33 -0.05 0.16 -0.07
O 1.5127 -6.2637 -1.2776 0.26 0.14 -0.07 -0.52
H 2.9134 -8.5646 -1.4917 0.05 0.01 -0.02 0.28
H 3.2834 -8.7220 0.2344 -0.01 0.00 0.02 0.32
H 1.6109 -8.8167 -0.3368 0.00 0.00 0.09 0.35
H 3.3785 -6.3219 -0.5048 0.01 0.00 -0.04 0.24
H 2.0747 -6.5697 0.6777 0.15 -0.06 0.04 0.25
H 0.6506 -6.6700 -1.1440 -0.06 0.06 0.02 0.30
Cs -0.6727 5.9061 2.8190 4.22 3.79 7.95 0.96
F 2.4083 3.5778 -3.6221 0.50 -0.51 0.13 -0.87
```
Forces are in eV/Å.

The LUMO energy comes out at -0.480 eV. As for the charge: -1. The maximum force comes out at 9.8 eV/A. For the total energy, the calculation gives -304446.577 eV.

---

4.
Computed, not measured: a molecular structure, C21H30F5NOP2RuS, with ωB97M-V/def2-TZVPD.

```
62
Properties=species:S:1:pos:R:3:forces:R:3:mulliken_spin:R:1
Ru -0.7831 -0.3808 -0.2826 0.23 1.88 -1.00 0.80
P -2.1273 1.0203 -1.8160 -0.57 0.26 -0.45 0.01
P 0.6847 -1.4948 1.3619 -0.35 -1.78 2.31 0.02
N -1.7497 -1.8167 -0.6152 -1.51 -2.01 -0.24 0.86
H 0.6877 -0.3180 -1.2951 -1.91 -0.77 0.55 0.00
C -1.6612 1.3078 -3.5969 0.24 -0.24 0.26 0.01
H -2.4293 1.8844 -4.1442 0.27 -0.26 0.37 0.00
H -1.5303 0.3222 -4.0742 -0.07 0.37 0.14 0.00
H -0.6964 1.8380 -3.6524 -0.38 -0.19 0.04 0.00
C -2.5650 2.7340 -1.2557 0.13 -0.15 0.09 0.02
H -3.1914 3.2539 -2.0022 0.23 -0.29 0.28 0.00
H -1.6556 3.3290 -1.0727 -0.32 -0.27 -0.04 0.00
H -3.1160 2.6486 -0.3047 0.20 0.08 -0.33 0.01
C -3.8057 0.2730 -2.0188 0.14 0.05 0.01 0.00
H -4.4500 0.9021 -2.6580 0.25 -0.25 0.28 0.00
H -4.2564 0.1583 -1.0196 0.09 0.01 -0.40 0.00
H -3.6976 -0.7267 -2.4700 -0.07 0.35 0.19 0.00
C 2.3203 -2.1698 0.8035 0.32 -1.76 0.02 0.11
H 2.8545 -2.7071 1.6086 -0.32 0.05 -0.21 0.00
H 2.9394 -1.3328 0.4395 0.33 -1.06 0.40 0.01
H 2.1422 -2.8501 -0.0458 0.19 0.11 0.28 -0.01
C 1.1751 -0.5351 2.8667 -0.72 -0.31 0.60 0.02
H 1.8348 -1.1274 3.5251 -0.35 0.15 -0.20 0.00
H 0.2613 -0.2518 3.4140 0.34 -0.11 0.02 0.00
H 1.6953 0.3861 2.5578 -0.86 -1.33 0.56 0.00
C -0.1243 -2.9875 2.0872 -0.22 -0.38 0.05 0.00
H 0.5311 -3.4873 2.8220 -0.28 0.18 -0.25 0.00
H -0.3709 -3.6873 1.2719 0.04 0.18 0.30 0.00
H -1.0629 -2.6700 2.5702 0.30 -0.17 -0.12 0.00
C -2.6068 -2.8778 -0.7579 0.80 0.67 0.00 -0.11
C -3.3526 -4.8514 -1.9828 0.14 0.27 0.17 -0.10
C -2.4689 -3.7761 -1.8459 -0.27 -0.33 -0.09 0.19
C -3.6456 -3.0854 0.1852 -0.25 -0.30 -0.04 0.21
C -4.5174 -4.1673 0.0382 0.22 0.20 -0.12 -0.09
C -4.3776 -5.0533 -1.0439 0.11 0.14 0.03 0.18
H -3.2406 -5.5406 -2.8271 -0.04 0.29 0.36 0.00
H -1.6617 -3.6049 -2.5644 -0.31 -0.08 0.27 0.00
H -3.7411 -2.3808 1.0169 0.02 -0.29 -0.29 0.01
H -5.3163 -4.3213 0.7718 0.34 0.06 -0.31 0.00
H -5.0653 -5.8982 -1.1546 0.29 0.36 0.05 0.01
C 0.9491 2.4017 0.0007 3.82 5.01 -2.23 0.73
O 0.2314 1.4814 0.4336 -6.45 -2.76 2.79 0.16
C 1.2464 2.5253 -1.4636 -0.36 -0.17 0.26 -0.03
H 2.1922 3.0604 -1.6506 -0.31 -0.36 0.02 0.01
H 0.4365 3.0871 -1.9649 0.19 -0.03 -0.14 -0.01
H 1.2464 1.4968 -1.8824 0.25 0.65 -0.22 0.02
C 1.5480 3.3836 0.9743 -0.33 0.63 -0.60 0.02
H 2.6511 3.2925 0.9610 -0.78 0.61 -0.06 0.03
H 1.1694 3.1979 1.9897 0.13 0.18 -0.38 -0.01
H 1.3140 4.4201 0.6688 -0.09 -0.21 0.20 0.03
F 6.0692 3.9610 2.3789 -0.28 -0.67 -0.64 0.00
C 5.1607 3.0200 2.0199 1.51 0.50 -1.34 0.04
C 4.1953 2.7120 2.9142 -0.97 -0.16 1.21 -0.02
F 4.1372 3.3551 4.1225 0.33 -0.53 -1.26 0.00
C 3.2006 1.8372 2.5649 -0.11 -0.94 -1.82 0.06
F 2.2772 1.9217 3.6008 -0.23 -1.07 -1.25 0.00
C 3.0693 1.1285 1.1640 2.08 1.50 3.36 0.11
S 1.4245 0.0077 0.2889 6.03 4.01 -3.59 0.72
C 4.1563 1.4889 0.3326 -0.56 0.66 2.08 -0.02
F 4.1890 1.0296 -0.9359 0.24 0.09 0.25 0.00
C 5.1592 2.4203 0.7531 -0.34 0.00 -0.28 -0.01
F 6.1176 2.8138 -0.1103 -0.19 -0.27 0.12 0.00
```
Forces are in eV/Å.

The LUMO energy (alpha / beta) comes out at -0.271 / -1.455 eV. Its spin multiplicity is 5. The maximum force comes out at 8.1 eV/A. As for the expectation value of S²: 6.0689. For the total energy, the calculation gives -71370.231 eV.